(1)
The following is a DFT calculation (ωB97M-V with the def2-TZVPD basis set) of a structure of composition C29H42IIrN3O2SSb.

Geometry (Å):
Ir 1.786 -0.870 -1.394
I 3.493 -2.063 -3.314
Sb -1.005 -1.254 1.589
S 0.864 1.787 -0.507
O -0.165 0.802 -0.870
O 1.036 2.076 0.890
N 0.859 -0.949 -3.259
N 3.087 -0.489 0.128
N 2.262 1.134 -1.146
C -0.346 -0.515 -3.660
C 4.783 -0.338 1.752
C 0.008 5.620 -2.740
C -3.963 -1.541 2.272
C 0.712 4.476 -0.726
C 4.107 1.628 0.526
C -2.971 0.752 2.616
C 0.367 0.025 3.954
C 4.904 1.021 1.487
C -0.166 4.383 -3.364
C -1.099 -1.939 4.561
C 3.862 -1.081 1.040
C 0.523 3.260 -1.372
C -0.905 -3.144 0.474
C -0.716 -0.528 -4.990
C 1.144 -2.300 3.477
C 3.199 0.827 -0.122
C -1.711 -2.989 -0.807
C -0.074 -1.386 3.569
C -1.474 -4.269 1.341
C 1.709 -1.401 -4.187
C 0.449 5.645 -1.416
C 0.557 -3.418 0.145
C -0.276 6.904 -3.467
C 1.433 -1.441 -5.532
C -3.033 -0.470 1.701
C 0.088 3.202 -2.690
C -3.480 -0.054 0.301
C 0.184 -0.989 -5.939
H 5.631 1.610 2.032
H -1.539 -2.886 4.244
H -2.536 -4.133 1.543
H -0.079 -1.002 -6.990
H 3.737 -2.148 1.178
H -1.626 -3.917 -1.385
H 5.407 -0.818 2.493
H -3.975 -2.451 1.671
H 2.166 -1.813 -6.235
H 1.047 4.501 0.304
H -2.776 0.630 -0.170
H -2.770 -2.824 -0.613
H -1.062 7.466 -2.959
H -0.950 -4.371 2.292
H 0.589 6.598 -0.919
H -3.977 1.180 2.680
H 4.181 2.680 0.289
H -3.717 -1.803 3.299
H 0.637 -4.297 -0.501
H 1.137 0.412 3.283
H -0.596 6.724 -4.492
H -0.048 2.249 -3.185
H -2.304 1.526 2.229
H 1.840 -1.978 2.698
H -1.901 -1.228 4.756
H -0.993 -0.141 -2.877
H 0.611 7.538 -3.492
H -1.335 -2.172 -1.425
H -0.587 -2.120 5.514
H -1.698 -0.175 -5.273
H -4.984 -1.141 2.270
H 0.874 -3.344 3.315
H -1.363 -5.220 0.805
H -4.438 0.470 0.397
H -3.643 -0.908 -0.357
H -0.506 4.350 -4.393
H -0.456 0.739 3.971
H 1.677 -2.248 4.434
H 0.783 -0.019 4.968
H 1.167 -3.574 1.031
H -2.666 0.497 3.632
H 1.010 -2.551 -0.385

Net charge ... +2
Frontier orbital gap (alpha / beta) ... 0.14841 / 0.14807 Ha
Relative energy (zero: lowest compared OMol25 entry of this formula, charge and spin) ... 2.512 eV
HOMO (alpha / beta) ... -12.16 / -12.16 eV
Electronic energy ... -67614.6877 eV

Mulliken population analysis, charges in e, atoms 1 to 6:
1. Ir 2.080
2. I 0.157
3. Sb 0.281
4. S 2.266
5. O -0.126
6. O -0.767

(2)
The following is a DFT calculation (ωB97M-V with the def2-TZVPD basis set) of a cluster of 9 separate species, C29H42N9O in total.

Geometry (Å):
O -2.995 1.220 -1.614
N 5.330 2.018 5.001
N -1.122 -1.565 3.148
N -6.289 -1.419 6.269
N 1.727 4.716 -3.209
N -0.422 -6.416 -3.351
N -2.575 3.047 -0.050
N -8.007 -0.604 -0.748
N 1.404 -3.802 -0.619
N 2.358 0.012 -5.453
C -0.702 -6.920 -2.341
C 1.838 -4.177 -3.192
C -2.159 -1.224 3.549
C -5.535 -0.480 -1.656
C -2.439 1.590 -0.431
C -0.865 -0.672 -0.588
C 5.670 0.952 4.682
C -2.427 3.288 1.435
C 3.142 2.792 0.665
C 1.596 -3.968 -1.754
C 2.792 -0.363 -8.026
C -6.916 -0.549 -1.149
C 2.786 0.496 2.346
C -4.597 -0.928 8.230
C 3.439 1.977 2.081
C 0.413 0.025 -1.348
C 2.549 -0.153 -6.589
C 2.151 2.141 -0.488
C -1.057 -7.557 -1.062
C 3.904 4.272 0.499
C -1.646 0.424 0.404
C -5.542 -1.202 7.134
C -3.471 -0.792 4.058
C 1.453 0.679 -0.225
C 2.500 3.039 -5.090
C -1.688 3.945 -0.886
C 2.068 3.976 -4.039
C 1.784 -0.160 1.179
C 6.100 -0.397 4.278
H 1.311 -1.224 1.371
H -0.024 0.908 -2.019
H 2.525 2.006 -4.726
H -1.852 3.614 -2.016
H 0.976 -0.694 -2.081
H 4.125 2.465 2.898
H -2.008 5.068 -0.793
H 1.828 3.062 -5.954
H 5.245 -1.049 4.073
H -1.779 -8.370 -1.201
H 3.479 4.828 -0.439
H -3.623 -0.599 7.852
H -3.666 0.262 3.832
H 3.722 4.906 1.488
H -2.481 -0.225 0.955
H 0.902 -4.300 -3.746
H 6.712 -0.371 3.370
H 5.063 4.046 0.383
H -2.766 2.402 2.120
H -0.567 3.856 -0.559
H -3.542 -0.907 5.145
H 3.324 0.484 -8.474
H -1.331 3.679 1.660
H -0.924 0.812 1.239
H -4.422 -1.817 8.845
H 2.443 -5.072 -3.374
H 2.370 -3.331 -3.639
H 3.006 -0.095 3.335
H 3.396 -1.258 -8.208
H -4.967 -0.142 8.896
H 3.505 3.276 -5.456
H -5.115 0.526 -1.548
H -1.506 -6.843 -0.364
H -5.481 -0.741 -2.718
H -0.482 -1.515 0.158
H -3.141 4.209 1.692
H -4.288 -1.373 3.617
H 1.856 -0.486 -8.580
H 6.697 -0.881 5.057
H -0.180 -7.986 -0.566
H 1.982 2.774 -1.458
H -4.872 -1.167 -1.119

Net charge ... -1
Frontier orbital gap ... 0.12619 Ha
HOMO ... -1.55 eV
Electronic energy ... -46196.9749 eV

Mulliken population analysis, charges in e, atoms 1 to 6:
1. O -0.595
2. N -0.461
3. N -0.389
4. N -0.378
5. N -0.466
6. N -0.414

(3)
The following is a DFT calculation (ωB97M-V with the def2-TZVPD basis set) of a structure of composition C29H43AsBrCl2N2O3P2Pb.

Geometry (Å):
Pb -0.559 0.462 -0.918
Br -6.221 2.681 -2.256
As -1.425 3.749 0.726
Cl -0.371 -2.625 -2.013
Cl 0.962 -4.910 -0.801
P 2.091 -0.572 -0.874
P -0.711 -1.357 1.181
O -2.149 1.187 -2.870
O -3.928 1.717 -1.635
O -0.568 2.307 0.500
N 1.007 -3.234 2.032
N 3.120 -2.625 0.529
C 0.920 -2.234 1.220
C 3.502 1.669 -1.545
C 3.237 -3.666 1.342
C 4.407 -5.546 2.280
C -3.284 1.635 -2.677
C -5.113 3.310 -6.198
C 4.842 -0.041 -0.290
C -3.957 2.202 -3.951
C 2.055 -1.904 0.419
C -5.842 3.236 -5.026
C -3.242 2.279 -5.131
C 2.083 -3.997 2.167
C 2.799 -1.500 -2.283
C 3.480 0.637 -0.415
C 2.158 -5.096 3.037
C -5.259 2.694 -3.882
C 0.326 0.236 3.176
C 3.082 1.299 0.900
C 4.386 -4.465 1.437
C -0.923 -1.778 3.990
C -3.313 3.409 1.033
C -1.139 4.901 -0.809
C -1.891 -2.747 1.120
C -0.868 -0.681 2.937
C 3.295 -5.861 3.084
C -2.153 0.143 2.951
C -3.811 2.851 -6.258
C -0.670 4.614 2.285
C -0.161 -4.391 -2.058
H -3.852 4.356 1.022
H -1.822 -2.380 3.915
H 5.526 0.670 0.172
H -2.860 -2.391 1.470
H 3.045 0.573 1.711
H -0.054 -2.431 3.939
H 0.249 -4.657 -3.033
H 0.395 0.984 2.387
H 5.288 -6.168 2.334
H 2.916 -0.813 -3.120
H 4.250 2.424 -1.311
H -1.581 5.875 -0.601
H -6.855 3.607 -4.994
H 5.245 -4.212 0.834
H -1.596 4.477 -1.703
H 1.254 -0.331 3.221
H -0.921 -1.308 4.972
H -3.025 -0.452 2.689
H -3.221 2.936 -7.158
H -1.187 5.566 2.412
H 2.536 2.165 -1.645
H 3.773 -1.899 -1.997
H -1.132 -4.856 -1.884
H -0.810 4.009 3.180
H 3.343 -6.723 3.734
H -3.706 2.764 0.246
H -2.232 1.898 -5.165
H -1.534 -3.560 1.752
H -2.066 0.979 2.256
H -3.451 2.931 2.004
H 0.394 4.798 2.143
H 4.816 -0.930 0.340
H 5.259 -0.301 -1.260
H 3.779 1.231 -2.501
H -0.065 5.018 -0.970
H 3.822 2.053 1.162
H -2.319 0.542 3.950
H -2.001 -3.095 0.096
H 2.147 -2.314 -2.587
H 0.204 0.753 4.126
H 2.113 1.792 0.815
H -5.572 3.752 -7.071
H 1.306 -5.325 3.660

Net charge ... +3
Frontier orbital gap (alpha / beta) ... 0.12137 / 0.19873 Ha
HOMO (alpha / beta) ... -15.67 / -15.63 eV
Electronic energy ... -219618.1289 eV

Mulliken population analysis, charges in e, atoms 1 to 6:
1. Pb 1.426
2. Br 0.078
3. As 0.471
4. Cl 0.048
5. Cl -0.017
6. P 0.421

Question: The highest net charge belongs to which entry?
Answer: C29H43AsBrCl2N2O3P2Pb

Question: The highest electronic energy belongs to which entry?
Answer: C29H42N9O

Question: Which value of net charge does entry 3 give?
Answer: +3

Question: Which value of net charge does entry 3 give?
Answer: +3